[1]
{
  "formula": "C30H38F5N7O2PSSeV",
  "method": "ωB97M-V/def2-TZVPD",
  "elements": ["V", "C", "N", "C", "C", "C", "C", "C", "C", "C", "N", "C", "C", "C", "C", "C", "C", "N", "C", "C", "H", "H", "H", "H", "H", "H", "H", "H", "H", "H", "H", "H", "H", "H", "H", "H", "H", "H", "H", "H", "C", "C", "C", "C", "N", "C", "S", "N", "C", "H", "H", "H", "H", "H", "H", "H", "H", "F", "C", "C", "F", "C", "F", "C", "Se", "C", "F", "C", "F", "N", "C", "P", "O", "O", "C", "N", "H", "H", "H", "H", "H", "H", "H", "H", "H", "H"],
  "xyz": [[1.01006, -0.47098, 0.14063], [0.57274, 0.43858, 3.18960], [1.09437, -0.59831, 2.28700], [0.33125, -1.85243, 2.50129], [2.54315, -0.74185, 2.51840], [3.05181, -1.33816, 3.65171], [4.42167, -1.34143, 3.88654], [5.25628, -0.69825, 2.98912], [4.75768, -0.11100, 1.83328], [3.39504, -0.17135, 1.53937], [2.73978, 0.23492, 0.38250], [3.16929, 1.07246, -0.64744], [4.46329, 1.29932, -1.11200], [4.69202, 2.17457, -2.16753], [3.64885, 2.83292, -2.79464], [2.34529, 2.59657, -2.37001], [2.11342, 1.72345, -1.32815], [0.76659, 1.46951, -0.80633], [-0.25957, 1.53993, -1.85255], [0.46027, 2.48213, 0.22274], [0.61292, 0.10928, 4.23452], [-0.46167, 0.65677, 2.92234], [1.17181, 1.34095, 3.08646], [0.37460, -2.18259, 3.54340], [0.71737, -2.65093, 1.86824], [-0.70947, -1.67350, 2.23919], [2.38597, -1.80010, 4.37041], [4.82295, -1.82580, 4.76511], [6.32113, -0.65996, 3.17837], [5.44298, 0.38107, 1.16378], [5.29979, 0.76485, -0.69255], [5.70724, 2.32899, -2.50849], [3.83988, 3.51615, -3.61032], [1.52255, 3.09438, -2.86563], [-0.45545, 2.57453, -2.16227], [-1.17668, 1.10123, -1.45758], [0.07151, 0.97047, -2.72052], [0.39861, 3.48517, -0.21956], [1.25009, 2.47800, 0.96979], [-0.49100, 2.22900, 0.69888], [-3.74420, 2.67764, -2.34620], [-3.87703, 3.20720, -0.96003], [-4.30655, 4.46080, -0.62633], [-4.34870, 4.82227, 0.73235], [-3.96469, 3.98207, 1.69550], [-3.54688, 2.77863, 1.35936], [-2.93103, 1.70074, 2.55175], [-3.52092, 2.38692, 0.05896], [-4.81014, 6.17219, 1.15658], [-4.14684, 3.38498, -3.06514], [-4.27559, 1.73064, -2.45177], [-2.69111, 2.50554, -2.57976], [-4.59944, 5.15738, -1.39732], [-3.14196, 1.46690, -0.15074], [-5.62716, 6.52614, 0.53031], [-3.98229, 6.87903, 1.05552], [-5.11141, 6.15106, 2.20003], [3.24108, -7.33915, -0.72136], [2.79377, -6.12055, -1.00621], [2.96331, -5.07988, -0.10881], [3.57381, -5.29729, 1.05465], [2.48390, -3.82130, -0.42336], [2.66401, -2.86107, 0.50330], [1.82409, -3.52963, -1.60734], [1.17565, -1.78032, -2.06250], [1.67943, -4.59898, -2.47900], [1.05242, -4.42872, -3.66211], [2.13998, -5.87382, -2.20107], [1.94883, -6.86432, -3.07117], [-4.03456, -1.12642, 1.49326], [-3.86852, -1.52790, 0.09424], [-2.12512, -1.84194, -0.32122], [-1.74617, -3.21426, 0.13892], [-1.33191, -0.62655, 0.06370], [-2.19879, -2.02366, -2.16915], [-1.48754, -3.29452, -2.47708], [-3.32174, 0.53963, 1.88117], [-3.59507, -1.79610, 2.11805], [-5.02102, -1.11424, 1.72982], [-4.23782, -0.72894, -0.55959], [-4.42411, -2.43853, -0.15308], [-1.67693, -1.20611, -2.66335], [-3.22766, -2.07349, -2.52306], [-1.44283, -3.81811, -1.57419], [-0.49412, -3.03199, -2.70183], [-1.89884, -3.85049, -3.22185]],
  "forces_ev_per_a": [[-1.40, -1.08, -0.77], [-0.07, 0.03, -0.05], [0.01, -0.37, 0.55], [0.14, 0.07, 0.24], [0.08, 0.14, -0.22], [-0.04, 0.00, 0.06], [0.01, 0.01, -0.03], [-0.01, 0.02, 0.03], [0.02, -0.05, 0.02], [-0.17, 0.01, -0.01], [0.99, 0.62, 0.25], [-0.18, 0.01, 0.19], [0.04, -0.01, -0.04], [-0.02, 0.00, -0.01], [0.01, -0.01, 0.00], [0.16, -0.08, -0.02], [0.03, 0.00, 0.18], [0.00, 0.60, -0.37], [0.14, -0.06, 0.03], [-0.03, 0.01, -0.02], [0.03, 0.00, -0.01], [0.07, -0.01, -0.01], [-0.02, 0.01, -0.02], [0.06, -0.02, 0.01], [0.00, 0.02, 0.00], [0.02, 0.01, 0.02], [-0.02, 0.02, 0.01], [0.00, 0.01, 0.02], [0.01, 0.00, 0.00], [0.00, -0.04, -0.02], [-0.01, 0.01, 0.02], [0.01, 0.00, 0.00], [0.00, -0.01, -0.02], [0.00, 0.02, 0.00], [0.03, 0.02, -0.03], [0.05, -0.03, 0.00], [-0.05, -0.04, 0.00], [0.00, -0.01, 0.00], [-0.03, -0.03, 0.03], [0.04, -0.02, 0.04], [-0.01, 0.01, -0.02], [-0.03, -0.01, 0.02], [-0.01, 0.02, 0.05], [0.03, -0.04, -0.04], [0.03, 0.03, -0.01], [0.11, 0.05, -0.21], [-0.34, -0.02, 0.13], [0.06, -0.08, -0.06], [0.01, 0.00, 0.02], [-0.02, 0.01, 0.00], [-0.01, -0.01, 0.01], [-0.06, 0.00, 0.02], [-0.03, 0.01, 0.01], [0.12, -0.02, 0.02], [0.01, 0.01, -0.01], [0.00, 0.00, -0.01], [0.00, 0.01, 0.00], [-0.02, 0.03, 0.00], [-0.03, 0.03, -0.02], [0.00, -0.02, -0.02], [-0.01, 0.01, -0.04], [-0.03, 0.05, 0.17], [-0.01, -0.03, -0.07], [0.19, 0.02, 0.05], [0.08, 0.17, -0.30], [0.02, -0.09, -0.07], [-0.08, 0.05, 0.01], [0.03, -0.02, 0.08], [0.01, 0.01, -0.02], [-0.07, 0.17, -0.07], [-0.13, -0.04, -0.04], [-0.06, -0.56, -0.18], [0.04, 0.11, 0.12], [0.35, 0.57, 0.36], [-0.02, -0.01, -0.04], [-0.14, -0.13, 0.01], [0.22, -0.09, 0.22], [0.03, -0.05, -0.07], [0.03, 0.00, 0.08], [-0.07, 0.01, 0.04], [0.00, 0.02, -0.07], [0.01, -0.02, -0.02], [-0.01, -0.09, -0.01], [-0.08, -0.01, -0.06], [0.00, 0.13, -0.01], [-0.02, 0.03, 0.01]],
  "mulliken_charge": [0.574, -1.098, 1.304, -0.872, 0.485, -0.203, -1.168, -0.790, -1.176, 0.324, 0.870, -0.284, -1.057, -0.800, -1.030, -0.416, 0.946, 2.177, -0.670, -1.100, 0.404, -0.183, 0.357, 0.491, 0.086, 0.191, 0.381, 0.416, 0.437, 0.256, 0.419, 0.403, 0.423, 0.359, 0.439, -0.769, 0.512, 0.336, 0.218, -0.037, -1.228, 1.227, -1.040, 0.796, -0.493, 0.485, -0.313, 0.221, -1.225, 0.412, 0.319, 0.188, 0.435, -0.386, 0.392, 0.301, 0.368, -0.297, 0.732, -0.377, -0.292, -0.253, 0.275, 0.289, -0.333, 0.303, -0.398, 0.113, -0.289, -0.445, -0.816, 1.116, -0.993, -0.767, -1.291, 0.090, 0.335, 0.271, 0.256, 0.273, 0.429, 0.302, 0.575, 0.530, -0.369, 0.418],
  "orbital_gap_ev": [4.26, 3.69],
  "s_squared": 0.843,
  "multiplicity": 2,
  "charge": 1
}

=====

[2]
{
  "formula": "C14H14BiI2N4O4STe",
  "method": "ωB97M-V/def2-TZVPD",
  "elements": ["Bi", "I", "C", "C", "C", "I", "C", "O", "C", "C", "N", "C", "C", "C", "C", "C", "C", "N", "C", "H", "H", "H", "H", "H", "H", "H", "H", "H", "H", "H", "O", "N", "Te", "O", "S", "N", "C", "O", "H", "H", "H"],
  "xyz": [[-0.90726, -1.87096, 0.97882], [1.32132, 5.29078, -1.47484], [0.88196, 3.65495, -0.24812], [-0.20353, 3.70906, 0.61356], [-0.50814, 2.60779, 1.39056], [-2.16985, 2.65519, 2.65478], [0.23348, 1.39526, 1.35162], [-0.05227, 0.36548, 2.04458], [1.32505, 1.38982, 0.42622], [2.03374, 0.08030, 0.24975], [1.14393, -0.91452, -0.36893], [0.64428, -0.52646, -1.68193], [-0.62426, 0.28026, -1.56042], [-0.86838, 1.43878, -2.28222], [-2.05232, 2.12309, -2.07495], [-2.97500, 1.62547, -1.16693], [-2.67070, 0.45634, -0.49872], [-1.52350, -0.19324, -0.69648], [1.64154, 2.49513, -0.33610], [-0.81364, 4.60017, 0.67644], [2.33256, -0.32122, 1.21845], [2.93338, 0.22234, -0.36272], [1.63507, -1.81156, -0.45783], [0.41566, -1.44647, -2.22690], [1.38387, 0.03952, -2.26086], [-0.11338, 1.81684, -2.95830], [-2.24246, 3.04889, -2.60293], [-3.90255, 2.13845, -0.95770], [-3.35304, 0.01970, 0.21961], [2.47418, 2.44029, -1.02931], [-3.07628, -2.45778, -0.01623], [-3.62515, -3.57327, 0.08073], [-3.11657, -4.80421, 1.58137], [2.19845, -3.59632, -0.44830], [1.00594, -4.12797, 0.26637], [-0.32734, -3.51563, -0.16685], [2.35559, -2.94386, 2.44662], [1.10488, -3.13622, 1.83423], [2.58434, -3.76434, 3.13514], [2.32950, -2.01100, 3.01637], [3.14689, -2.87888, 1.69232]],
  "forces_ev_per_a": [[0.15, -0.22, 0.32], [0.00, 0.00, 0.00], [0.00, 0.00, 0.01], [0.00, 0.02, -0.01], [-0.04, -0.03, 0.04], [0.01, 0.01, -0.01], [0.10, 0.07, -0.08], [-0.11, -0.05, 0.00], [-0.02, -0.05, 0.05], [-0.04, 0.10, 0.00], [-0.05, -0.05, -0.01], [-0.01, -0.01, -0.01], [0.00, -0.02, 0.07], [0.02, -0.01, 0.00], [-0.01, -0.01, 0.00], [0.01, 0.00, 0.00], [-0.01, 0.00, -0.05], [-0.05, 0.00, 0.00], [0.03, 0.02, -0.03], [0.00, 0.00, 0.00], [0.00, -0.01, 0.01], [0.00, -0.01, -0.01], [0.02, 0.01, 0.00], [0.00, 0.00, 0.02], [0.00, 0.00, 0.01], [0.00, 0.00, 0.00], [0.00, 0.00, 0.00], [0.00, 0.00, -0.01], [0.01, 0.00, 0.00], [0.00, 0.00, 0.00], [-0.07, -0.22, -0.12], [-0.08, 0.29, -0.08], [0.09, 0.14, 0.19], [0.02, 0.13, 0.08], [-0.04, -0.15, 0.02], [0.06, 0.05, -0.36], [0.04, -0.01, 0.04], [-0.02, 0.00, -0.07], [0.02, 0.00, -0.01], [-0.01, 0.00, -0.01], [0.00, 0.00, 0.01]],
  "mulliken_charge": [1.308, 0.012, -0.363, -0.416, -0.210, 0.026, 0.312, -0.897, 0.688, -1.067, 0.174, -1.080, 0.903, -0.743, -0.343, -0.810, -0.203, -0.053, -0.414, 0.341, 0.203, 0.389, 0.269, 0.389, 0.314, 0.407, 0.410, 0.410, 0.505, 0.417, -0.378, -0.150, -0.214, -0.730, 0.394, -0.425, -0.801, -0.385, 0.235, 0.246, 0.331],
  "orbital_gap_ev": 6.21,
  "multiplicity": 1,
  "charge": -1,
  "relative_energy_kcal_mol": 8.2
}

=====

[3]
{
  "formula": "C25H47Cl2NO3P2SSn",
  "method": "ωB97M-V/def2-TZVPD",
  "elements": ["Sn", "Cl", "P", "C", "C", "C", "C", "H", "C", "H", "H", "H", "H", "H", "H", "H", "C", "C", "H", "H", "H", "H", "H", "H", "C", "H", "C", "H", "H", "H", "H", "H", "H", "Cl", "H", "P", "C", "C", "C", "C", "H", "C", "H", "H", "H", "H", "H", "H", "H", "C", "C", "H", "H", "H", "H", "H", "H", "C", "H", "C", "H", "H", "H", "H", "H", "H", "O", "C", "N", "S", "O", "O", "C", "C", "C", "C", "C", "C", "H", "H", "H", "H"],
  "xyz": [[-0.83100, -0.03569, -0.45156], [-0.38274, -0.06796, -2.91833], [-1.20888, -2.43229, -0.69307], [0.07571, -3.21183, -1.77142], [-1.27381, -3.44116, 0.83536], [-2.78279, -2.61343, -1.66513], [1.46896, -2.63528, -1.66671], [-0.28475, -2.96968, -2.78302], [0.14153, -4.72839, -1.61659], [0.73186, -5.01710, -0.73782], [0.65080, -5.14738, -2.49784], [-0.83721, -5.21005, -1.54883], [1.58380, -1.70846, -2.23732], [2.21112, -3.35672, -2.03653], [1.74081, -2.42316, -0.61813], [-2.49937, -2.10677, -2.60402], [-3.99299, -1.87699, -1.09030], [-3.14667, -4.06411, -1.99311], [-2.50291, -4.48641, -2.76974], [-4.17853, -4.09433, -2.37312], [-3.10797, -4.70619, -1.10542], [-3.71173, -1.09621, -0.37771], [-4.69139, -2.56585, -0.59274], [-4.54159, -1.39430, -1.91542], [-0.00777, -3.26888, 1.65745], [-1.27930, -4.46927, 0.44482], [-2.52795, -3.25796, 1.68463], [0.88152, -3.68931, 1.17896], [-0.12619, -3.75556, 2.63408], [0.19092, -2.20737, 1.85045], [-2.76660, -2.20214, 1.84537], [-2.35620, -3.71564, 2.66979], [-3.39525, -3.75827, 1.23780], [-1.40525, 0.04335, 1.82555], [-2.40374, 0.26824, -1.15628], [-0.45219, 2.39141, -0.64672], [-1.33865, 3.13119, -2.09819], [-0.88038, 3.44523, 0.79166], [1.33577, 2.54493, -1.07647], [-2.71180, 2.54181, -2.42503], [-0.66936, 2.87417, -2.93705], [-1.45085, 4.65499, -2.01220], [-2.28671, 4.95956, -1.36891], [-1.66033, 5.04876, -3.01856], [-0.54258, 5.14660, -1.65400], [-2.61941, 1.57391, -2.92476], [-3.23879, 3.22313, -3.11133], [-3.33521, 2.42092, -1.53264], [1.35388, 2.01521, -2.04491], [2.29282, 1.83072, -0.15279], [1.80286, 3.97889, -1.30126], [1.42027, 4.40073, -2.23562], [2.90091, 3.98865, -1.36777], [1.52281, 4.63861, -0.47089], [1.76865, 1.15202, 0.53600], [2.89176, 2.51331, 0.46708], [2.99375, 1.21708, -0.73667], [-2.35926, 3.30536, 1.16004], [-0.71933, 4.46122, 0.40229], [0.02264, 3.26998, 2.00820], [-3.00745, 3.90422, 0.50898], [-2.50803, 3.65780, 2.19000], [-2.68476, 2.26048, 1.11020], [0.05593, 2.22759, 2.35391], [-0.37648, 3.87877, 2.83473], [1.04405, 3.61367, 1.81103], [0.68182, -0.19550, 3.18770], [1.48565, -0.32200, 2.24055], [1.32610, -0.65725, 0.89546], [3.04798, -1.10790, 0.42533], [3.25621, -2.40948, 0.90355], [3.47152, -0.82963, -0.89838], [3.84083, -0.13196, 1.73004], [5.16397, 0.25464, 1.91479], [5.49584, 0.89798, 3.11892], [4.52024, 1.10291, 4.09806], [3.20516, 0.68939, 3.90016], [2.86729, 0.06218, 2.68893], [5.89481, 0.06916, 1.13624], [6.51927, 1.23252, 3.28045], [4.78342, 1.60887, 5.03039], [2.44088, 0.86774, 4.64533]],
  "forces_ev_per_a": [[-1.30, 0.26, -0.19], [0.68, 0.02, -0.38], [0.23, -1.59, -0.27], [-0.40, -0.27, -0.61], [-0.11, -0.63, -0.07], [0.29, 0.16, -0.31], [0.48, 0.47, 0.51], [-0.11, -0.13, 0.19], [0.02, -0.53, -0.12], [-0.14, 0.11, -0.12], [-0.10, 0.12, 0.25], [0.18, 0.02, -0.01], [-0.09, -0.27, 0.18], [-0.21, 0.17, 0.05], [-0.60, -0.71, -0.97], [-0.02, -0.10, 0.27], [-0.44, 0.21, 0.30], [-0.07, -0.16, -0.17], [-0.04, 0.00, 0.18], [0.27, 0.03, 0.08], [-0.04, 0.07, -0.14], [-0.21, -0.14, -0.13], [0.29, 0.12, -0.08], [0.15, -0.14, 0.34], [0.41, 0.40, 0.46], [-0.09, 0.13, 0.09], [-0.38, 0.09, 0.09], [-0.11, 0.10, -0.01], [-0.04, -0.05, -0.25], [-0.20, -0.68, 0.06], [0.02, -0.22, 0.04], [-0.05, 0.12, -0.28], [0.09, 0.16, 0.02], [-1.71, 0.20, -0.19], [-0.01, -0.04, 0.58], [1.13, 1.01, -0.09], [0.15, -0.14, -0.45], [0.06, 0.42, -0.02], [-0.11, 0.63, -0.73], [-0.32, -0.09, -0.15], [-0.12, 0.08, 0.28], [0.00, 0.39, -0.04], [0.19, -0.09, -0.09], [0.03, -0.14, 0.27], [-0.16, -0.05, -0.07], [-0.04, 0.14, 0.22], [0.19, -0.13, 0.18], [0.07, 0.03, -0.17], [-0.09, 0.16, 0.20], [0.31, -0.13, 0.86], [0.23, 0.36, -0.36], [0.00, 0.03, 0.16], [-0.30, 0.00, -0.01], [0.07, -0.09, -0.10], [0.47, 0.82, -0.63], [-0.26, 0.07, -0.21], [-0.31, 0.47, 0.21], [-0.41, -0.10, -0.03], [-0.02, -0.15, 0.13], [0.29, -0.22, 0.29], [0.14, -0.15, 0.06], [0.00, -0.11, -0.27], [-0.02, 0.23, 0.14], [0.00, 0.28, -0.06], [0.12, -0.16, -0.26], [-0.11, -0.13, 0.00], [0.87, -0.79, -1.53], [-0.41, 0.62, 2.08], [2.23, -0.63, 0.52], [-1.00, 2.59, 2.48], [0.24, -2.98, 0.65], [0.05, 0.72, -1.02], [-0.23, 0.25, -0.06], [-0.19, 0.05, 0.08], [-0.18, -0.34, -0.49], [-0.05, 0.03, 0.03], [-0.08, -0.27, -0.59], [1.15, 0.45, -0.52], [0.07, 0.07, 0.12], [-0.23, -0.08, -0.01], [-0.05, -0.17, -0.32], [-0.01, -0.08, -0.07]],
  "mulliken_charge": [0.980, -0.391, 0.078, 0.626, 0.481, 0.900, -0.586, 0.538, -1.941, 0.340, 0.474, 0.418, 0.309, 0.447, -0.752, 0.392, -1.423, -1.664, 0.335, 0.484, 0.297, 0.167, 0.419, 0.409, -1.876, 0.881, -1.526, 0.131, 0.587, 0.496, 0.145, 0.480, 0.316, -0.434, -0.159, -0.279, 1.015, 0.544, 0.463, -1.445, 0.550, -1.778, 0.307, 0.480, 0.400, 0.211, 0.483, 0.230, 0.508, -0.534, -1.778, 0.348, 0.506, 0.316, -0.608, 0.298, 0.638, -1.369, 0.595, -1.636, 0.258, 0.433, 0.151, 0.307, 0.580, 0.236, -0.757, 0.047, 0.074, 1.248, -0.730, -0.673, 0.808, -0.804, -0.530, -0.528, -0.834, 0.105, 0.478, 0.403, 0.385, 0.502],
  "orbital_gap_ev": 8.07,
  "multiplicity": 1,
  "charge": 0
}